1.
C9H21N2O2 | the ωB97M-V functional and the def2-TZVPD basis

Positions of all 34 atoms, in Å:
C1 2.090 0.716 -1.036
C2 0.933 0.209 -1.283
C3 2.956 1.170 0.066
C4 -0.508 2.358 0.824
C5 -1.223 -2.125 2.211
C6 -1.072 0.317 -2.568
C7 0.310 -1.722 -2.297
C8 -0.859 1.099 1.543
C9 -0.731 -1.394 0.985
N1 0.027 -0.325 -1.955
N2 -0.094 -0.042 1.001
O1 -0.696 1.204 2.942
O2 -1.726 -1.418 -0.042
H1 2.671 0.929 -1.969
H2 2.494 1.166 1.083
H3 3.838 0.515 0.101
H4 3.175 2.264 -0.043
H5 -1.440 2.716 0.271
H6 0.327 2.283 0.133
H7 -0.260 3.110 1.591
H8 -1.514 -3.093 1.948
H9 -0.430 -2.299 2.883
H10 -2.175 -1.638 2.584
H11 -1.528 1.198 -2.135
H12 -0.769 0.481 -3.569
H13 -1.816 -0.482 -2.707
H14 -0.559 -2.169 -2.751
H15 1.051 -1.895 -3.147
H16 0.699 -2.255 -1.424
H17 -1.881 0.939 1.494
H18 0.081 -2.119 0.553
H19 0.885 -0.176 1.425
H20 0.250 1.506 3.001
H21 -2.506 -1.028 0.288

Computed properties:
**ΔE to the lowest compared entry with this formula, charge and spin**: 270.29 kJ/mol
**HOMO**: -12.8 eV
**Net charge**: +1
**Frontier orbital gap**: 9.489 eV
**E_LUMO**: -3.32 eV



2.
C3H7NO4 | the ωB97M-V functional and the def2-TZVPD basis

Positions of all 15 atoms, in Å:
O1 1.978 1.303 2.236
C1 1.692 0.359 1.559
C2 1.202 0.399 0.119
N1 -0.162 -0.144 0.101
C3 -1.287 0.617 0.177
O2 -2.302 0.300 -0.385
O3 -1.209 1.705 0.976
H1 1.634 -0.676 1.955
H2 1.315 1.227 -0.574
H3 1.819 -0.383 -0.357
H4 -0.214 -1.013 -0.406
H5 -0.469 2.257 0.704
O4 -1.047 -2.121 -1.800
H6 -1.041 -2.045 -2.764
H7 -1.909 -1.784 -1.542

Computed properties:
**SMILES string**: O=CCNC(=O)O.O
**ΔE to the lowest compared entry with this formula, charge and spin**: 161.11 kJ/mol
**HOMO**: -9.9 eV
**Net charge**: 0
**Frontier orbital gap**: 10.427 eV
**E_LUMO**: 0.48 eV



3.
C19H20ClIN2Os | the ωB97M-V functional and the def2-TZVPD basis

Positions of all 44 atoms, in Å:
C1 2.189 2.734 -0.523
C2 2.590 1.266 -0.413
H1 2.607 3.098 -1.462
H2 2.600 3.310 0.313
H3 1.093 2.947 -0.634
H4 2.131 0.724 -1.277
H5 3.638 1.094 -0.649
H6 2.419 0.758 0.578
C3 -2.053 1.830 -1.388
C4 -3.363 1.576 -1.763
C5 -3.662 0.406 -2.461
C6 -2.626 -0.479 -2.743
H7 -1.758 2.766 -0.907
H8 -4.135 2.298 -1.507
H9 -4.683 0.199 -2.775
H10 -2.776 -1.388 -3.315
N1 -1.086 0.894 -1.496
C7 -1.341 -0.232 -2.220
C8 -0.240 -1.180 -2.285
N2 0.886 -0.770 -1.631
C9 1.972 -1.602 -1.627
C10 0.756 -3.335 -2.771
C11 1.930 -2.884 -2.159
H11 2.886 -1.214 -1.175
H12 2.812 -3.516 -2.073
C12 -0.327 -2.465 -2.843
H13 -1.277 -2.743 -3.297
H14 0.692 -4.345 -3.171
Os1 0.692 0.915 -0.260
I1 -0.134 2.662 1.562
Cl1 -2.653 -0.185 1.887
C13 -1.296 -0.053 2.938
C14 -1.476 0.347 4.261
C15 -0.384 0.334 5.133
C16 0.870 -0.096 4.694
C17 1.050 -0.468 3.367
C18 -0.004 -0.383 2.458
C19 0.262 -0.658 1.020
H15 -2.474 0.644 4.577
H16 -0.532 0.644 6.168
H17 1.707 -0.162 5.393
H18 2.023 -0.829 3.004
H19 -0.621 -1.098 0.549
H20 1.095 -1.360 0.923

Computed properties:
**2S+1**: 5
**HOMO (spin up / spin down)**: -13.2 / -14.6 eV
**Expectation value of S²**: 6.026
**Net charge**: +2
**Frontier orbital gap (spin up / spin down)**: 6.204 / 4.837 eV
**E_LUMO (spin up / spin down)**: -7.00 / -9.73 eV



| no. | strongest force on any atom (eV Å⁻¹) | molecular weight (g/mol) |
| --- | --- | --- |
| 1 | 3.01 | 189.28 |
| 2 | 1.74 | 121.09 |
| 3 | 8.67 | 628.97 |